# 1
Below is a molecular structure, C51H56AsBrN7O2S3Zr at a distorted geometry, with properties calculated with ωB97M-V/def2-TZVPD.

Summary:
- LUMO: -8.32 eV
- Net charge: +3
- 2S+1: 1
- Orbital gap: 6.345 eV

Last column: Mulliken charge in e.
CARTESIAN COORDINATES (ANGSTROEM)
C: -1.85052 1.79127 -3.47752  -0.192
H: 3.26220 -3.53712 4.54951  0.538
C: -0.13960 -3.73596 -2.17705  -0.482
Zr: -1.19598 1.53332 -0.04045  0.692
H: -0.63851 0.66301 2.72500  -0.346
C: 1.73833 -0.52154 -1.55105  -1.459
H: -0.26214 -2.80477 3.32251  0.255
H: 0.40908 6.66462 1.60479  0.390
C: 0.26005 4.75112 2.63544  -0.806
H: 2.65889 1.70401 4.23255  0.435
C: 1.03713 5.21725 -0.93649  -1.307
As: 0.54570 3.30770 1.24887  1.083
C: 0.31246 -4.74325 -3.20043  -0.114
C: -4.20901 2.08293 0.45024  1.181
C: 0.37020 2.55953 -5.02048  -0.491
C: 1.72812 1.99540 3.73802  -1.290
H: -5.04688 -2.39397 0.27442  0.587
C: 6.69862 -0.41274 1.34234  -0.829
C: -3.72710 -1.93530 3.39107  -0.323
C: -3.02051 -0.98969 1.29838  0.891
H: 0.20532 -3.35865 -4.85082  0.498
C: 2.01472 2.41991 2.30765  0.571
H: 4.65821 -0.13929 -3.00497  0.649
C: -5.42036 2.24435 1.18914  0.746
C: -4.17837 1.29679 -0.71270  -0.696
H: 2.41824 -4.19942 -2.18624  0.552
C: 6.86714 -1.22610 0.20708  -0.788
C: -4.95583 -2.46883 1.34788  -0.417
C: -3.09747 3.58926 1.84409  0.194
H: -7.34835 0.05820 -0.59810  0.493
H: -6.68609 -3.69578 1.60477  0.462
H: 1.26146 4.89555 3.07021  0.668
C: -3.00433 1.47167 -2.75643  -0.178
H: 1.29126 2.79061 4.34438  0.329
C: 5.01321 -0.11788 -0.88427  0.947
N: 2.99311 -0.87837 -2.01889  0.588
H: -1.03124 -3.19994 -2.50425  0.442
H: 7.36262 -0.52485 2.18895  0.508
C: 3.91823 -2.08984 2.97951  -0.304
H: -0.39434 -4.24288 -1.22806  0.316
H: 1.26338 3.15498 -3.16050  0.504
N: 3.13439 -1.30589 2.13892  0.945
H: 3.70034 1.06978 -2.11216  0.612
O: -0.66984 2.61872 -1.56768  -0.810
C: 3.09125 -2.80801 3.77446  -0.996
N: 1.78016 -2.45946 3.41551  0.286
C: 4.84537 0.69903 0.23575  -0.426
H: 1.26519 -7.98478 -3.48609  0.433
C: -5.31314 0.55714 -1.08138  -0.394
C: -5.86126 -3.20585 2.09782  -0.792
H: 0.53526 -6.36143 -1.79160  0.395
H: 0.48150 6.00872 -0.43301  0.247
H: -2.89095 -1.43120 3.86225  0.503
C: -4.26114 3.87194 2.52628  -1.282
C: -4.63847 -2.67363 4.13270  -0.801
N: -3.02989 2.69775 0.81536  0.498
H: 0.95217 -4.97726 -6.52382  0.439
S: 1.50302 0.95757 -0.80316  0.474
H: 1.19091 2.84190 -5.65683  0.534
H: 3.06393 -2.27391 -3.57688  0.271
H: -6.41522 -3.88748 4.05757  0.445
H: -3.95286 1.33298 -3.27778  0.571
H: 4.25005 -2.55432 -2.30395  0.332
C: -6.48177 0.64751 -0.31822  -1.201
C: 0.64280 -1.41091 -1.73756  0.268
C: 0.62835 -6.05859 -2.82075  -0.235
C: 0.39558 2.72693 -3.63986  -0.218
H: -6.36132 3.36314 2.76766  0.546
N: -3.00419 1.36572 -1.41899  1.275
H: 2.52098 -3.26150 -0.69425  0.057
H: -0.35079 4.25613 3.40719  0.485
H: 7.64565 -1.97215 0.17765  0.458
H: 0.36491 -2.54633 4.97079  0.298
H: -7.48602 1.58809 1.33512  0.501
H: -4.51790 -2.74765 5.20389  0.457
C: 4.10689 0.05712 -2.07410  -1.919
H: -4.23660 4.63211 3.28938  0.546
C: 3.21730 -2.23844 -2.48852  -0.460
H: 2.83465 3.15013 2.24196  0.766
C: -5.70207 -3.30453 3.48711  -0.434
C: -5.44668 3.18231 2.22945  -0.893
H: 2.41715 4.92837 0.72836  0.602
C: -6.55936 1.49095 0.79379  -0.886
C: 6.03781 -1.07553 -0.89942  -0.507
H: 6.21515 -1.66416 -1.78410  0.576
H: 0.31841 4.66517 -1.52887  0.014
S: 0.48349 -0.88464 1.65049  0.019
N: 0.90125 -2.74957 -1.93904  0.544
C: 5.69268 0.55549 1.34955  -0.523
C: 1.15951 -6.59945 -5.12193  -0.449
H: -1.86324 1.44378 3.36320  0.269
Br: -0.77501 1.73645 -7.51565  -0.105
C: 0.44168 -4.36729 -4.54358  -0.172
H: -0.68133 6.67520 2.98220  0.358
C: -1.85622 1.62567 -4.89116  -0.867
C: 1.79236 -1.49720 2.37700  -0.769
H: 4.07406 1.45683 0.24217  0.780
C: 1.03811 -6.97779 -3.78156  -0.671
H: -1.17635 5.91954 1.46910  0.364
H: 4.98480 -2.06011 2.93512  0.540
C: 0.56193 -3.01364 4.00477  -0.866
S: -0.91836 -0.79878 -1.74321  -0.206
H: 2.39327 3.57766 -0.41017  0.044
C: 1.77036 4.35019 0.06380  -0.039
H: -2.17604 4.09001 2.11544  0.242
H: 5.55538 1.19349 2.20860  0.428
H: 3.41026 -0.63525 1.42928  -0.424
C: 0.86654 -5.28887 -5.50051  -0.776
C: -0.67862 2.36213 -2.88544  0.691
H: -5.25176 -0.04415 -1.98082  0.629
H: 1.04375 1.14431 3.78837  0.179
C: -0.33034 6.06251 2.14726  -1.409
C: -3.90436 -1.82360 2.01705  -0.124
H: 1.72500 5.70054 -1.61577  0.464
H: 2.29823 1.58041 1.66190  -1.066
N: -2.29486 -0.23224 0.79531  -0.110
C: 2.27885 -3.20000 -1.76817  -0.755
C: -0.76562 1.99462 -5.66207  -0.546
H: 1.47002 -7.32343 -5.86368  0.412
H: 0.67933 -4.08269 4.14779  0.372
O: -1.26663 1.41113 2.59703  -0.128
H: -2.72291 1.21724 -5.38076  0.593

# 2
Below is a molecular structure, C3CoLiO6 at a distorted geometry, with properties calculated with ωB97M-V/def2-TZVPD.

Summary:
- LUMO (alpha / beta): -2.10 / -2.88 eV
- Net charge: 0
- 2S+1: 5
- Orbital gap (alpha / beta): 6.379 / 5.454 eV

Last column: Mulliken charge in e.
CARTESIAN COORDINATES (ANGSTROEM)
Li: -3.39315 -1.66242 0.90165  0.888
Co: -0.39333 0.45571 0.44334  0.800
O: 3.61296 -0.44806 -0.24949  -0.572
C: -3.07498 0.13647 -0.56292  0.460
O: -4.14897 -0.42696 -0.59891  -0.543
O: 1.42499 0.18573 -0.05122  -0.052
C: 2.47157 -0.85043 -0.07974  0.604
O: 1.97647 -1.95376 0.13746  -0.672
C: 1.60043 1.55032 -0.42420  -0.005
O: -2.12603 -0.09806 0.25245  -0.543
O: 0.56365 2.12272 -0.00002  -0.364

# 3
Below is 40 unconnected molecules or ions with the total composition H80O40 at a distorted geometry, with properties calculated with ωB97M-V/def2-TZVPD.

Summary:
- LUMO (alpha / beta): -3.22 / -10.13 eV
- Net charge: +1
- 2S+1: 2
- Orbital gap (alpha / beta): 9.647 / 2.722 eV

Last column: Mulliken charge in e.
CARTESIAN COORDINATES (ANGSTROEM)
H: -3.44917 -0.92846 -4.01293  0.359
H: -1.26318 -1.08206 0.54901  -0.013
O: 4.89842 -2.94964 -2.10790  -0.591
H: 2.57703 -3.61170 -2.73929  0.406
H: -0.00084 -2.68649 -3.21464  0.258
H: 4.97681 -0.28166 -3.44788  0.250
O: 1.33505 0.54092 -4.33259  -0.571
O: -2.11823 -3.66849 -3.80699  -0.573
H: -3.86052 -4.26611 -1.25335  0.265
H: -2.97695 2.12631 0.29065  0.155
O: -4.06252 -3.85440 -2.04450  -0.579
O: 2.97212 2.14451 -2.13974  -0.653
H: -3.28786 2.48784 -4.28690  0.296
O: 1.12808 4.32746 -3.91516  -0.591
H: -1.01944 0.61368 1.36657  -0.375
H: -0.38821 6.09780 -0.51383  0.276
O: -4.61896 -1.93074 2.55831  -0.698
O: -4.22569 3.13954 -0.47132  -0.723
H: -2.48122 3.46351 2.05152  0.355
H: -4.23978 -1.53092 3.33157  0.270
H: -1.17306 3.70438 0.76156  0.218
O: -4.02421 2.27929 -4.85710  -0.579
H: -0.74175 1.29335 4.32510  0.056
H: 0.79173 3.63023 -4.43234  0.281
H: 1.45679 -2.84084 -2.03299  0.393
O: -0.31415 5.30908 -1.03595  -0.525
H: -1.18578 -5.42411 2.89339  0.315
O: -0.49044 0.00492 1.90096  1.614
H: -4.75640 -3.14480 -1.95989  0.300
H: 1.19250 1.26129 -3.59277  0.138
H: 5.38292 -3.76946 -1.86324  0.298
O: -0.19630 1.56281 5.09392  -0.647
H: 2.81309 3.34453 2.43144  0.226
O: -3.39940 -4.02563 1.64694  -0.722
H: -4.10610 2.38484 -1.16983  0.420
H: -3.52253 1.15754 1.47073  0.072
O: -0.17782 -2.25384 -2.38358  -0.173
H: -0.22475 -1.90586 -5.36034  0.294
H: -0.62799 0.53756 -2.85409  -0.063
H: 2.62722 0.45748 3.90291  0.279
H: 0.34139 -4.05193 0.62424  0.150
H: -0.72438 -2.92396 -1.97095  -0.042
H: -4.68859 1.78730 -4.45510  0.283
H: -2.60290 -4.47545 1.25360  0.271
H: -2.73736 0.73659 -1.66096  0.174
H: -1.16953 -1.73489 2.46337  -0.214
H: 0.15627 5.58869 -1.85308  0.279
H: -5.03164 2.83285 -0.05354  0.319
O: 2.80066 0.82984 0.63797  -0.793
O: 2.56934 4.07531 0.42156  -0.718
H: 1.71812 5.40845 3.86297  0.292
H: 0.38714 0.20459 1.47002  -0.287
H: -3.42323 -2.04020 -3.07007  0.348
O: 5.37375 0.63134 0.26497  -0.655
H: -3.07838 -3.91945 -4.04625  0.538
O: 2.16607 4.55706 3.96699  -0.617
O: -2.77724 1.36968 0.92462  -0.280
O: 0.54290 -1.96985 -5.85904  -0.620
H: 2.07086 -3.33494 2.83035  0.272
H: 3.17272 4.75762 0.75226  0.308
H: 1.23846 0.38454 -0.16854  -0.006
H: -0.62808 0.92079 5.64243  0.386
H: 5.15103 0.29397 1.18153  0.395
O: 1.26042 6.28687 1.74384  -0.610
O: -0.55960 -3.77035 0.58783  -0.341
H: -3.11978 -0.94604 4.82666  0.370
O: 0.50399 -0.00763 -0.66187  0.558
H: -2.32697 -3.16682 -3.02961  0.010
O: -0.50882 3.11495 1.17341  -0.389
H: -1.32841 1.79964 -3.51692  0.194
O: -2.96746 -0.00377 4.92439  -0.671
H: 2.42428 1.98931 -1.38980  0.187
H: -2.99407 -3.16852 1.69975  0.442
H: 3.99462 -3.18749 -1.82829  0.376
H: 1.15310 0.40091 3.58122  0.197
H: 1.57018 4.30582 0.38078  0.345
H: 2.34022 -4.43637 1.97400  0.287
H: -4.42644 -3.00167 2.88982  0.396
H: 1.07620 -0.21720 -3.79600  0.428
H: 3.00420 1.63660 1.18994  0.697
O: 1.92319 -0.15864 3.69140  -0.815
H: 4.17846 -0.86270 2.30546  0.478
H: 3.85478 2.24417 -1.78079  0.302
H: -0.49886 -2.84229 0.50440  0.139
H: 1.79369 5.54732 1.47021  0.328
H: 1.49131 -5.34025 -3.94255  0.322
O: 2.55309 -3.46255 2.05958  -0.550
H: -0.08377 -2.25351 4.71537  0.301
O: -1.20568 -4.62771 3.55156  -0.663
H: 1.17786 -1.78903 4.73176  0.164
O: 4.19914 -0.60593 -3.05300  -0.394
O: -2.31076 3.79169 2.97369  -0.583
H: -3.94799 0.02074 -2.22704  0.356
H: 3.23051 0.28456 2.34101  0.505
O: -3.92061 -1.25907 -3.21976  -0.718
H: 1.97602 4.12396 -3.48309  0.318
H: 3.89471 0.27696 -2.72760  0.340
O: 2.37110 -5.01644 -4.07479  -0.674
O: -1.48842 -1.87041 3.33395  0.582
H: 0.83306 -0.05371 -1.53311  -0.312
O: -3.62822 0.92334 -1.99072  -0.614
H: -2.65538 -0.03986 3.99711  0.068
H: 5.79296 -0.20988 -0.09013  0.346
H: 0.34989 6.41564 1.96629  0.295
H: 2.17540 -4.38702 -4.84427  0.335
H: -0.66311 2.29725 0.67938  -0.060
O: 4.23332 0.13115 2.47904  -0.440
O: -1.81168 -1.37440 -0.13511  0.498
H: 1.78694 4.09486 4.72565  0.293
H: 3.65957 0.95199 -0.00213  0.437
H: -1.89214 4.61993 2.72627  0.280
H: -0.30183 -4.41007 3.69892  0.286
O: -1.23469 0.86425 -3.49305  -0.455
H: -1.65829 -2.74294 3.65109  0.110
H: -2.25999 -0.57929 -0.38189  -0.350
H: 2.15972 2.70768 3.36876  0.390
O: 0.79584 -2.63982 4.48013  -0.610
H: 0.90549 -1.02915 -6.12917  0.327
O: 2.10186 -3.49900 -1.91591  -0.900
O: 2.98199 2.48827 2.91910  -0.636

- What is the 2S+1 in the second record?
  5

- The highest 2S+1 belongs to which entry?
  C3CoLiO6

- Number 3 is which compound?
  H80O40

- The lowest net charge belongs to which entry?
  C3CoLiO6